# 1
The following is a DFT calculation (the ωB97M-V functional and the def2-TZVPD basis) of C32H27GeN3SSe2Tc as an isolated structure at a distorted geometry.

Values from the calculation:
Orbital gap (spin up / spin down) (eV): 6.544 / 6.695
Charge: +2
Spin multiplicity: 2
LUMO energy (spin up / spin down) (eV): -7.017 / -6.872
Highest occupied orbital energy (spin up / spin down) (eV): -13.5608 / -13.5670

The geometry in XYZ format:
```
67
Properties=species:S:1:pos:R:3:mulliken_charge:R:1
Tc -1.4258 -1.1818 -0.0325 0.259
Se -3.1752 -2.8379 1.2797 -0.137
Se -4.9232 -1.7294 0.2065 0.115
C -4.3218 -1.6590 -1.6400 0.479
C -5.3017 -1.8602 -2.6072 -0.872
C -4.9218 -1.8787 -3.9365 -0.325
C -3.5811 -1.6771 -4.2514 -0.882
C -2.6829 -1.4446 -3.2247 -0.230
N -3.0478 -1.4450 -1.9416 0.303
C -2.5961 -1.3693 2.4395 0.477
C -2.7920 -1.3331 3.8037 -0.533
C -2.4328 -0.1740 4.4817 -0.447
C -1.9344 0.8984 3.7514 -0.642
C -1.7066 0.7541 2.3954 -0.687
N -1.9925 -0.3832 1.7453 0.088
H -6.3290 -2.0169 -2.3102 0.433
H -5.6508 -2.0659 -4.7126 0.428
H -3.2442 -1.7031 -5.2763 0.444
H -1.6334 -1.2617 -3.4219 0.456
H -3.2225 -2.1774 4.3218 0.494
H -2.5395 -0.1103 5.5522 0.471
H -1.7071 1.8428 4.2165 0.542
H -1.2606 1.5417 1.8052 0.809
S 1.1488 -4.6767 -1.6779 -0.074
C -0.5285 -5.0109 -1.7568 -0.565
C -1.2469 -3.9200 -1.3899 -0.705
N -0.4988 -2.8316 -1.0437 0.596
C 0.7838 -3.0968 -1.1622 -0.206
H -0.9025 -5.9671 -2.0608 0.487
H -2.3246 -3.8794 -1.3790 0.451
H 1.5489 -2.3735 -0.9404 0.344
C -0.5177 0.3382 -0.8124 -0.256
Ge 1.2970 1.0652 -0.2493 1.385
C 2.2232 -0.5202 0.5225 -0.006
C 3.4293 -1.0228 0.0473 -0.265
C 4.0964 -2.0283 0.7285 -0.789
C 3.5556 -2.5611 1.8860 -0.708
C 2.3228 -2.1112 2.3386 -1.111
C 1.6664 -1.0967 1.6647 0.146
C 2.1220 2.1302 -1.7347 0.904
C 3.4945 2.0716 -1.9427 -0.341
C 4.0981 2.9280 -2.8473 -0.759
C 3.3324 3.8412 -3.5507 -0.539
C 1.9601 3.8911 -3.3589 -0.733
C 1.3555 3.0471 -2.4432 -0.537
C 1.0387 2.3250 1.2865 0.001
C 0.2044 3.4347 1.2074 -0.036
C 0.1292 4.3259 2.2658 -0.666
C 0.8975 4.1207 3.4013 -0.603
C 1.7280 3.0167 3.4859 -0.785
C 1.8012 2.1243 2.4305 0.066
H -0.9175 1.0125 -1.5781 0.339
H 3.8617 -0.6217 -0.8573 0.297
H 5.0491 -2.3806 0.3632 0.463
H 4.0987 -3.3103 2.4407 0.441
H 1.8963 -2.5363 3.2357 0.490
H 0.7328 -0.7064 2.0610 0.479
H 4.1046 1.3713 -1.3909 0.205
H 5.1686 2.8888 -2.9840 0.421
H 3.8066 4.5149 -4.2470 0.406
H 1.3662 4.5987 -3.9167 0.423
H 0.2854 3.1134 -2.2879 0.234
H -0.3877 3.6118 0.3207 0.339
H -0.5153 5.1895 2.2040 0.453
H 0.8612 4.8295 4.2145 0.436
H 2.3317 2.8567 4.3662 0.456
H 2.4656 1.2760 2.4966 0.378
```



# 2
The following is a DFT calculation (the ωB97M-V functional and the def2-TZVPD basis) of C64H75Ge2NO6P3SeTeV as an isolated structure at a distorted geometry.

Values from the calculation:
Orbital gap (spin up / spin down) (eV): 5.748 / 5.715
Charge: -1
Spin multiplicity: 4
LUMO energy (spin up / spin down) (eV): 2.045 / 2.045
Highest occupied orbital energy (spin up / spin down) (eV): -3.7027 / -3.6698

The geometry in XYZ format:
```
154
Properties=species:S:1:pos:R:3:mulliken_charge:R:1
V -0.7683 0.1910 0.0685 0.318
Te 1.7508 -3.3330 0.6381 0.094
C 3.5407 -4.2155 -0.1390 0.117
C 4.2238 -3.6167 -1.1938 0.118
C 5.4435 -4.1370 -1.5943 -0.496
N 6.0321 -5.1954 -1.0255 -0.685
C 5.3671 -5.7714 -0.0252 -0.419
C 4.1346 -5.3325 0.4383 -0.389
C 2.6460 -1.3610 0.4894 -1.235
P 2.8892 -1.1106 2.3012 1.311
C 3.4643 0.6337 2.5436 0.718
C 4.7531 0.9976 2.9394 -0.475
C 5.0599 2.3177 3.2549 -0.647
C 4.0823 3.2985 3.1911 -0.883
C 2.7895 2.9504 2.8185 -0.477
C 2.4859 1.6330 2.5171 -0.157
C 4.4740 -2.0570 2.4798 0.081
C 4.5744 -2.9171 3.5723 -0.748
C 5.7066 -3.7035 3.7660 -0.577
C 6.7516 -3.6406 2.8552 -0.594
C 6.6552 -2.8039 1.7488 -0.824
C 5.5233 -2.0225 1.5631 0.527
P 1.5033 -0.2437 -0.3959 2.119
C 1.6171 -0.9785 -2.0963 1.260
C 0.6912 -1.9480 -2.4855 -0.636
C 0.7699 -2.5417 -3.7371 -0.773
C 1.7552 -2.1581 -4.6348 -0.943
C 2.6659 -1.1770 -4.2721 -1.097
C 2.6010 -0.6000 -3.0093 -0.002
C 2.6211 1.2334 -0.5669 0.010
C 4.0032 1.0466 -0.5422 -0.242
C 4.8720 2.1242 -0.6419 -0.715
C 4.3704 3.4121 -0.7813 -0.978
C 2.9986 3.6108 -0.8148 -0.776
C 2.1311 2.5315 -0.6980 -0.253
H 3.8182 -2.7418 -1.6796 0.437
H 5.9902 -3.6770 -2.4138 0.367
H 5.8584 -6.6217 0.4411 0.379
H 3.6523 -5.8360 1.2699 0.360
H 5.5230 0.2385 2.9976 0.369
H 6.0702 2.5797 3.5482 0.402
H 4.3210 4.3259 3.4407 0.358
H 2.0152 3.7085 2.7720 0.422
H 1.4664 1.3650 2.2593 0.042
H 3.7421 -2.9706 4.2665 0.345
H 5.7678 -4.3694 4.6194 0.379
H 7.6368 -4.2504 2.9994 0.352
H 7.4611 -2.7745 1.0242 0.409
H 5.4391 -1.3872 0.6899 0.082
H -0.1065 -2.2226 -1.8162 0.258
H 0.0482 -3.3016 -4.0132 0.460
H 1.8118 -2.6175 -5.6152 0.410
H 3.4307 -0.8536 -4.9686 0.456
H 3.3255 0.1549 -2.7362 0.195
H 4.3771 0.0366 -0.4269 0.256
H 5.9436 1.9594 -0.6077 0.423
H 5.0450 4.2588 -0.8431 0.365
H 2.6012 4.6138 -0.9238 0.451
H 1.0639 2.7034 -0.6811 0.352
C -3.8177 -2.1880 1.2734 -1.181
C -3.7834 -1.9460 2.7767 1.671
C -4.1555 -3.2213 3.5179 -2.033
C -4.7071 -0.7980 3.1627 -1.084
O -2.4548 -1.6164 3.2435 0.450
P -1.3466 -0.7285 2.4995 -0.011
O -1.8237 0.6240 2.0537 -0.493
O -0.7614 -1.4772 1.3177 -0.550
O -0.3077 -0.6529 3.6862 0.322
C -0.5106 -0.1715 5.0537 1.618
C -1.5214 0.9718 5.1240 -1.337
C -0.9495 -1.3469 5.9190 -1.507
C 0.8569 0.3141 5.5090 -1.433
H -4.8084 -2.5482 0.9935 0.637
H -3.0722 -2.9325 0.9918 0.294
H -3.6059 -1.2649 0.7305 -0.217
H -5.1666 -3.5313 3.2452 0.392
H -4.1077 -3.0590 4.5968 0.407
H -3.4540 -4.0164 3.2575 0.440
H -5.7220 -0.9892 2.8114 0.230
H -4.3367 0.1227 2.7077 -0.097
H -4.7227 -0.6698 4.2473 0.375
H -2.5229 0.6243 4.8640 0.133
H -1.2452 1.7581 4.4221 0.213
H -1.5355 1.3797 6.1366 0.503
H -1.8532 -1.8024 5.5213 0.027
H -1.1430 -1.0011 6.9368 0.438
H -0.1604 -2.1009 5.9489 0.335
H 1.1599 1.1929 4.9411 0.269
H 1.5998 -0.4666 5.3353 0.197
H 0.8328 0.5666 6.5715 0.483
O -0.8957 1.9682 -0.9997 -0.679
C -0.7651 1.1048 -1.9380 0.550
O -1.3742 -0.0077 -1.8864 -0.656
C 0.0404 1.4951 -3.1664 0.293
C -0.6371 2.6818 -3.8885 -1.807
Ge -2.3432 2.2839 -4.8106 2.075
C -3.8638 3.3045 -4.1029 0.078
C -3.8109 3.9529 -2.8697 0.013
C -4.8531 4.7733 -2.4560 -0.662
C -5.9605 4.9593 -3.2737 -0.507
C -6.0254 4.3177 -4.5042 -0.849
C -4.9829 3.4963 -4.9133 -0.393
C -2.1998 3.0356 -6.6383 -0.228
C -1.6740 4.3157 -6.8243 -0.588
C -1.6533 4.9114 -8.0782 -0.749
C -2.1650 4.2334 -9.1774 -0.393
C -2.6998 2.9628 -9.0121 -0.762
C -2.7184 2.3733 -7.7527 0.009
C -2.5814 0.3689 -5.1164 -0.097
C -3.5420 -0.4260 -4.4969 -0.067
C -3.6136 -1.7846 -4.7818 -0.289
C -2.7352 -2.3587 -5.6903 -0.650
C -1.7645 -1.5791 -6.3016 -0.878
C -1.6854 -0.2255 -6.0073 -0.358
H 0.1473 0.6309 -3.8194 -0.098
H 1.0234 1.8098 -2.8230 0.239
H 0.0348 3.0726 -4.6537 0.760
H -0.8002 3.4623 -3.1408 0.523
H -2.9496 3.8131 -2.2245 0.102
H -4.8005 5.2726 -1.4949 0.400
H -6.7702 5.6046 -2.9547 0.395
H -6.8879 4.4581 -5.1456 0.370
H -5.0345 3.0056 -5.8802 0.396
H -1.2782 4.8596 -5.9707 0.317
H -1.2417 5.9066 -8.2010 0.386
H -2.1487 4.6935 -10.1581 0.365
H -3.1038 2.4291 -9.8648 0.384
H -3.1419 1.3818 -7.6345 0.335
H -4.2188 0.0184 -3.7736 0.176
H -4.3495 -2.4057 -4.2915 0.402
H -2.8009 -3.4171 -5.9140 0.411
H -1.0654 -2.0229 -7.0011 0.353
H -0.9152 0.3784 -6.4768 0.525
C -6.1864 -1.1851 -1.5139 -1.104
Ge -6.7767 0.4987 -0.7003 0.731
C -7.5975 1.6009 -2.0985 -1.110
C -8.1452 0.1229 0.6654 -1.270
C -5.4267 1.6107 0.1983 -1.213
Se -3.5451 1.5591 -0.3796 0.802
C -3.1066 3.0567 0.7759 -1.290
H -6.7810 -2.0217 -1.1436 0.507
H -5.1355 -1.3802 -1.3021 0.160
H -6.3157 -1.1231 -2.5926 0.402
H -8.4911 1.1163 -2.4991 0.404
H -6.8925 1.7682 -2.9155 0.149
H -7.8815 2.5753 -1.6949 0.362
H -8.9692 -0.4535 0.2376 0.400
H -8.5464 1.0542 1.0712 0.355
H -7.7202 -0.4498 1.4912 0.276
H -5.4444 1.4093 1.2699 0.459
H -5.7553 2.6409 0.0437 0.468
H -3.7343 3.9066 0.5129 0.434
H -2.0573 3.2890 0.6304 0.188
H -3.2759 2.7544 1.8067 0.269
```



# 3
The following is a DFT calculation (the ωB97M-V functional and the def2-TZVPD basis) of a 2-piece molecular cluster, C5H15N2 overall at a distorted geometry.

Values from the calculation:
Orbital gap (eV): 9.341
Charge: +1
LUMO energy (eV): -4.232
Highest occupied orbital energy (eV): -13.5728

The geometry in XYZ format:
```
22
Properties=species:S:1:pos:R:3:mulliken_charge:R:1
C -0.7469 1.4936 1.4416 -1.287
C 1.4060 0.3972 -0.3614 -1.351
C -0.2724 -0.6642 -1.8960 -1.422
C -0.7581 1.1769 0.0044 0.633
C -0.1596 -0.0807 -0.4405 0.415
N 0.6430 -2.7555 1.5659 -0.697
N -1.4315 2.0189 -0.8457 -0.292
H 0.0954 0.9681 2.0292 0.312
H -1.6547 1.2714 1.9614 0.390
H -0.7932 2.6027 1.4991 0.430
H 1.6751 0.5999 -1.4390 0.302
H 1.7083 1.1678 0.2597 0.486
H 1.9351 -0.5216 0.0167 0.342
H -0.7445 -0.0122 -2.6150 0.410
H 0.7063 -0.9078 -2.2780 0.367
H -0.9230 -1.5617 -1.8986 0.359
H -0.0678 -0.9427 0.1893 0.496
H 0.5108 -3.0785 2.5315 0.236
H 1.5351 -2.3447 1.5401 0.211
H 0.6667 -3.5127 0.9498 0.213
H -1.7636 2.9083 -0.4342 0.255
H -1.5663 1.7775 -1.7801 0.193
```